No. 1
Entry from the Open Molecules 2025 dataset: a 11-piece molecular cluster, H22O11 overall (ωB97M-V with the def2-TZVPD basis set).

Element x y z (Å)
O: -1.379 2.795 0.230
H: -0.440 2.661 0.360
H: -1.779 2.502 1.049
O: 1.940 -2.941 0.654
H: 2.671 -2.818 0.048
H: 1.905 -2.126 1.155
O: 0.711 0.058 -0.189
H: -0.117 0.176 0.277
H: 0.454 -0.138 -1.089
O: 0.137 0.422 -3.082
H: 0.199 -0.193 -3.813
H: 1.013 0.800 -3.011
O: 0.409 0.512 3.202
H: 0.457 0.872 4.088
H: 0.745 1.212 2.641
O: -2.586 0.122 -0.538
H: -2.523 -0.228 -1.427
H: -2.559 1.072 -0.652
O: -2.141 -1.582 -2.780
H: -1.675 -2.010 -2.061
H: -1.746 -1.945 -3.572
O: 3.426 -0.087 -0.958
H: 2.495 -0.180 -0.756
H: 3.763 -0.983 -0.955
O: -2.145 1.383 2.888
H: -1.309 0.917 2.866
H: -2.783 0.718 3.148
O: -0.524 -2.933 -1.062
H: 0.401 -2.796 -0.857
H: -0.771 -3.704 -0.551
O: 0.957 2.579 1.689
H: 1.759 2.341 1.224
H: 1.034 3.522 1.834

Computed properties:
relative energy (zero: lowest compared OMol25 entry of this formula, charge and spin)	0.564	eV
DFT total energy	-840.831905	hartree
LUMO level (alpha / beta)	2.74 / 2.95	eV
Kohn-Sham gap (alpha / beta)	2.4 / 10.7	eV
charge	-1
max |F|	1.24	eV Å⁻¹
<S²>	0.7505
2S+1	2

Löwdin atomic charge list, values in e, 6 entries: number 1, O, carries -0.080; number 2, H, carries -0.021; number 3, H, carries -0.007; number 4, O, carries -0.124; number 5, H, carries -0.023; number 6, H, carries 0.004

No. 2
Entry from the Open Molecules 2025 dataset: a 11-piece molecular cluster, H22O11 overall (ωB97M-V with the def2-TZVPD basis set).

Element x y z (Å)
H: -1.847 -0.320 0.378
H: -0.889 0.644 -0.301
H: 1.592 -0.898 -3.975
H: 0.804 0.254 -4.577
H: 2.681 1.349 2.287
H: 3.313 2.571 1.641
H: 0.642 3.657 -0.303
H: 0.992 5.119 -0.529
H: -4.455 0.575 -0.915
H: -4.047 -0.513 -1.894
H: 3.379 -1.983 -0.742
H: 2.774 -2.706 0.450
H: -0.547 1.413 3.589
H: -1.808 1.891 2.888
H: 1.727 0.546 0.440
H: 1.428 -0.708 -0.365
H: -1.597 -4.082 3.607
H: -2.783 -3.988 2.660
H: -2.195 1.301 -3.671
H: -1.957 2.485 -2.748
H: 1.919 -3.073 -1.254
H: 0.715 -2.778 -2.132
O: -0.951 -0.259 0.029
O: 1.111 -0.098 -3.734
O: 2.755 2.305 2.381
O: 0.576 4.526 0.108
O: -4.042 -0.294 -0.955
O: 3.568 -2.238 0.168
O: -1.504 1.296 3.583
O: 1.960 0.096 -0.380
O: -2.509 -4.375 3.499
O: -2.037 1.524 -2.747
O: 1.093 -2.577 -1.269

Computed properties:
structure (SMILES)	O.O.O.O.O.O.O.O.O.O.O
relative energy (zero: lowest compared OMol25 entry of this formula, charge and spin)	2.746	eV
DFT total energy	-840.779238	hartree
LUMO level	-0.08	eV
Kohn-Sham gap	10.5	eV
charge	0
max |F|	0.64	eV Å⁻¹
2S+1	1

Löwdin atomic charge list, values in e, 6 entries: number 1, H, carries 0.022; number 2, H, carries 0.024; number 3, H, carries 0.028; number 4, H, carries 0.030; number 5, H, carries 0.023; number 6, H, carries 0.040

No. 3
Entry from the Open Molecules 2025 dataset: a 11-piece molecular cluster, H22O11 overall (ωB97M-V with the def2-TZVPD basis set).

Element x y z (Å)
O: -0.455 1.550 -1.635
H: -0.574 2.433 -1.259
H: -1.265 1.069 -1.408
O: 1.550 -1.106 2.676
H: 2.498 -1.211 2.840
H: 1.233 -1.999 2.487
O: -3.682 -1.830 -0.385
H: -3.370 -2.672 -0.737
H: -3.091 -1.642 0.352
O: 1.765 0.894 0.744
H: 2.682 1.185 0.808
H: 1.701 0.125 1.354
O: -0.601 -0.641 -0.061
H: -0.813 -0.511 0.884
H: 0.067 0.033 -0.258
O: -1.492 -1.028 2.575
H: -1.029 -0.581 3.301
H: -1.640 -1.926 2.898
O: -2.899 1.088 3.884
H: -2.394 0.745 3.138
H: -3.188 0.305 4.363
O: -0.586 -2.373 -2.694
H: -0.660 -2.204 -1.745
H: -0.697 -1.507 -3.102
O: 1.890 1.668 -3.032
H: 1.900 2.629 -2.959
H: 0.982 1.418 -2.770
O: 1.763 3.527 -0.343
H: 1.704 2.554 -0.346
H: 2.684 3.723 -0.544
O: 2.396 -1.240 -3.027
H: 1.773 -1.303 -3.756
H: 1.844 -1.170 -2.243

Computed properties:
structure (SMILES)	O.O.O.O.O.O.O.O.O.O.O
relative energy (zero: lowest compared OMol25 entry of this formula, charge and spin)	1.775	eV
DFT total energy	-840.814917	hartree
LUMO level	-0.52	eV
Kohn-Sham gap	9.9	eV
charge	0
max |F|	0.69	eV Å⁻¹
2S+1	1

Löwdin atomic charge list, values in e, 6 entries: number 1, O, carries -0.059; number 2, H, carries 0.071; number 3, H, carries 0.061; number 4, O, carries -0.045; number 5, H, carries 0.072; number 6, H, carries 0.066

No. 4
Entry from the Open Molecules 2025 dataset: a 11-piece molecular cluster, H22O11 overall (ωB97M-V with the def2-TZVPD basis set).

Element x y z (Å)
H: 0.459 -0.235 -0.081
H: 0.701 0.466 -1.408
H: -1.561 -0.666 0.081
H: -2.375 0.061 1.139
H: -4.889 0.050 -1.892
H: -3.426 -0.256 -2.170
H: -2.590 2.889 -0.952
H: -3.100 1.457 -0.951
H: 2.636 -2.705 -1.538
H: 3.108 -1.315 -1.144
H: 3.864 3.642 2.037
H: 3.337 2.628 1.035
H: 2.692 -2.671 1.080
H: 2.571 -1.189 1.397
H: -0.438 -2.755 -0.961
H: -0.689 -4.055 -0.214
H: 0.414 4.072 1.495
H: -0.781 3.384 0.857
H: -1.530 -1.338 3.642
H: -2.952 -1.363 4.178
H: 2.459 -0.237 -3.126
H: 2.553 1.064 -3.907
O: 0.413 -0.375 -1.034
O: -1.720 -0.638 1.031
O: -4.287 -0.203 -2.601
O: -3.388 2.366 -0.815
O: 3.014 -2.211 -0.802
O: 3.666 3.532 1.100
O: 3.197 -1.850 1.080
O: -0.383 -3.150 -0.083
O: -0.418 3.637 1.713
O: -2.308 -1.903 3.705
O: 2.156 0.678 -3.118

Computed properties:
structure (SMILES)	O.O.O.O.O.O.O.O.O.O.O
relative energy (zero: lowest compared OMol25 entry of this formula, charge and spin)	4.349	eV
DFT total energy	-840.720298	hartree
LUMO level	-0.37	eV
Kohn-Sham gap	8.9	eV
charge	0
max |F|	5.59	eV Å⁻¹
2S+1	1

Löwdin atomic charge list, values in e, 6 entries: number 1, H, carries 0.034; number 2, H, carries 0.023; number 3, H, carries -0.006; number 4, H, carries 0.037; number 5, H, carries 0.041; number 6, H, carries 0.014